Entry from the Open Molecules 2025 dataset: a molecular structure, C25H17F9N8ORuS2 in a non-equilibrium geometry (wB97M-V/def2-TZVPD).

Summary:
- Charge: +1
- Electronic energy: -88876.2288 eV
- Strongest force on any atom: 1.45 eV Å⁻¹
- ⟨S²⟩: 0.755
- Kohn-Sham gap (alpha / beta): 7.7 / 7.2 eV
- Energy relative to the best compared isomer or geometry (same formula, charge and spin): 0.5334 eV
- 2S+1: 2

Last column: Mulliken charge in e.
Atoms and positions in Å:
Ru -1.084 0.244 0.041  0.1173
S -2.054 -1.553 -1.146  -0.4410
C -1.141 -0.795 -2.415  0.6285
C -1.229 -1.034 -3.786  -0.8342
C -0.540 -0.191 -4.627  -0.2428
C 0.202 0.872 -4.096  -0.8517
C 0.216 1.055 -2.739  -0.2383
N -0.419 0.214 -1.905  0.3038
H -1.850 -1.839 -4.149  0.4965
H -0.590 -0.330 -5.698  0.4054
H 0.737 1.555 -4.738  0.4551
H 0.753 1.878 -2.285  0.3480
N 0.965 3.642 1.723  0.0875
C 0.920 2.833 0.666  -0.4965
N 0.128 1.817 0.945  0.7005
C -0.316 2.090 2.211  0.0740
N 0.182 3.187 2.718  -0.7421
C -1.320 1.235 2.838  0.2572
C -1.947 1.549 4.035  -0.4024
N -2.936 0.806 4.512  -0.5393
C -3.302 -0.249 3.795  -0.4907
C -2.679 -0.578 2.599  -0.4306
N -1.678 0.159 2.128  0.5699
H 1.478 4.501 1.836  0.1997
H 1.474 3.001 -0.242  0.5052
H -1.650 2.426 4.595  0.4896
H -4.124 -0.846 4.168  0.3975
H -2.992 -1.431 2.011  0.4899
F -1.769 2.830 -2.128  -0.0817
C -2.816 3.344 -1.464  0.1757
F -3.658 3.854 -2.359  -0.2617
F -2.337 4.349 -0.717  -0.2813
C -3.472 2.258 -0.564  0.8195
O -2.521 1.600 0.155  0.1493
C -4.385 2.957 0.494  0.3870
F -3.640 3.531 1.444  -0.2204
F -5.159 2.045 1.096  -0.2615
F -5.168 3.893 -0.038  -0.2398
C -4.345 1.307 -1.437  0.2949
F -3.691 0.973 -2.562  -0.2115
F -5.503 1.865 -1.787  -0.2495
F -4.614 0.186 -0.771  -0.2470
S 3.773 -3.877 1.975  -0.1542
C 2.502 -2.821 1.356  0.6156
C 1.168 -3.152 1.565  -1.1439
C 0.181 -2.301 1.114  -0.1365
N 0.447 -1.155 0.477  0.4938
C 1.734 -0.840 0.268  -0.0517
C 2.779 -1.630 0.688  -1.1814
C 4.983 -3.684 0.680  -0.0281
C 4.711 -4.105 -0.614  -0.0220
C 5.697 -3.939 -1.574  -0.3539
N 6.893 -3.413 -1.319  -0.5504
C 7.146 -3.035 -0.071  -0.3377
C 6.225 -3.143 0.966  -0.0834
H 0.896 -4.074 2.061  0.4652
H -0.862 -2.555 1.234  0.3918
H 1.921 0.081 -0.266  0.4488
H 3.797 -1.327 0.487  0.4666
H 3.761 -4.555 -0.870  0.4287
H 5.520 -4.253 -2.596  0.3703
H 8.128 -2.618 0.116  0.3709
H 6.476 -2.814 1.965  0.4035